Entry 1:
ORCA calculation (ωB97M-V/def2-TZVPD) on a cluster of 10 separate species, C38H72Br2N3O11 in total at a distorted geometry.

Each line ends with the Löwdin charge.
Cartesian coordinates (Å):
C -2.83097 2.75178 0.31373  0.08
C -3.54464 1.86193 0.69490  -0.14
C -4.25057 0.69712 1.21828  -0.19
C -4.07120 0.60048 2.75407  -0.18
C -3.45084 -0.70260 3.23701  -0.16
C -1.96988 -0.81433 2.97662  -0.20
N -1.42719 0.05654 2.17822  0.20
C -0.10135 -0.11416 1.91286  -0.20
C 0.52755 0.75633 1.01080  -0.04
C 1.82884 0.57720 0.66672  -0.02
C 2.59230 -0.49061 1.19996  -0.21
N 3.92515 -0.59924 0.73828  0.14
C 4.16507 -1.05912 -0.43159  -0.36
C 4.05954 -2.51541 -0.78090  -0.03
C 4.54606 -0.16695 -1.57891  -0.04
C 2.01164 -1.34749 2.10715  -0.01
C 2.76552 -2.52093 2.71621  -0.69
O 3.15503 -3.40649 1.91969  -0.05
O 2.88948 -2.49870 3.93681  0.01
C 0.65505 -1.15829 2.47148  -0.13
N 0.06252 -2.03740 3.32695  0.23
C -1.20427 -1.87190 3.56599  -0.26
C -1.84263 -2.90052 4.43154  -0.67
Br -2.56867 -2.37924 6.09688  0.76
C -1.84575 -4.16951 4.02800  -0.74
C -1.19974 -4.69007 2.78699  -0.14
Br -2.64971 -5.53523 5.07478  0.70
H -2.08461 3.50636 0.30297  0.03
H -5.29710 0.75153 0.92649  0.10
H -3.77474 -0.14971 0.72379  0.10
H -5.06685 0.64470 3.19699  0.09
H -3.53533 1.46890 3.11846  0.09
H -3.96174 -1.57359 2.82268  0.12
H -3.60157 -0.74388 4.31203  0.05
H -0.04219 1.55259 0.55255  0.10
H 2.30923 1.22880 -0.04884  0.11
H 3.01193 -2.79914 -0.68118  0.07
H 4.35486 -2.68840 -1.81390  0.06
H 4.63598 -3.11192 -0.08438  0.08
H 4.89929 0.80067 -1.23979  0.07
H 3.65500 -0.04001 -2.19412  0.08
H 5.29047 -0.67282 -2.19045  0.06
H -1.80142 -5.44223 2.29062  0.07
H -0.95768 -3.89260 2.09781  0.07
H -0.25132 -5.12585 3.09625  0.09
C 6.55269 3.00599 -4.43880  -0.09
C 5.06934 3.19606 -4.17779  -0.32
O 4.78816 3.32934 -2.79104  -0.08
H 6.91820 2.12535 -3.90993  0.07
H 6.75321 2.88482 -5.50489  0.07
H 7.12125 3.86590 -4.07674  0.07
H 4.50733 2.32878 -4.52230  0.10
H 4.69883 4.07887 -4.71169  0.11
H 5.26255 4.09736 -2.45982  0.08
C 6.32552 -1.41751 -5.61576  -0.09
C 5.13365 -2.23654 -5.15286  -0.31
O 4.18944 -1.43854 -4.44773  -0.10
H 6.81531 -0.94723 -4.76235  0.07
H 7.05288 -2.04066 -6.13838  0.07
H 6.00617 -0.61957 -6.29142  0.07
H 5.45004 -3.01911 -4.46484  0.11
H 4.64272 -2.71183 -6.00931  0.11
H 3.88509 -0.74631 -5.04225  0.08
C -1.76651 5.36125 3.76103  -0.09
C -3.13503 5.02724 3.19464  -0.32
O -3.67805 3.84367 3.77309  -0.09
H -1.07831 4.53128 3.59729  0.08
H -1.35520 6.25723 3.29254  0.07
H -1.82291 5.53060 4.83973  0.07
H -3.07824 4.84133 2.12512  0.08
H -3.83055 5.85991 3.35732  0.11
H -3.77510 3.96992 4.72123  0.08
C 5.92642 -5.62850 2.49197  -0.10
C 5.02163 -6.44634 3.39045  -0.34
O 4.42498 -5.62727 4.38258  -0.09
H 6.69760 -5.13071 3.08233  0.07
H 6.41182 -6.23482 1.72108  0.06
H 5.32806 -4.85359 2.00692  0.05
H 5.58037 -7.22323 3.91691  0.10
H 4.24064 -6.93258 2.79171  0.10
H 3.91978 -4.92088 3.94417  0.06
C -0.09914 -1.22115 -2.19550  -0.08
C -1.59200 -1.04549 -2.38982  -0.32
O -2.33223 -1.72484 -1.37853  -0.09
H 0.17541 -2.27760 -2.20829  0.07
H 0.47074 -0.70817 -2.97379  0.07
H 0.21015 -0.81975 -1.22763  0.05
H -1.91371 -1.46069 -3.34501  0.11
H -1.85445 0.01854 -2.37270  0.11
H -2.06437 -1.35493 -0.52891  0.06
C -5.17534 5.62359 -2.40194  -0.10
C -5.19964 5.03344 -1.00374  -0.31
O -4.32172 5.74785 -0.12961  -0.10
H -4.16695 5.60022 -2.80676  0.06
H -5.83830 5.07003 -3.07055  0.07
H -5.49152 6.66947 -2.38764  0.07
H -4.86042 4.00043 -1.01310  0.09
H -6.21406 5.05864 -0.58897  0.11
H -4.62318 6.66042 -0.10420  0.07
C -7.31192 -1.64806 1.82146  -0.09
C -7.39387 -2.24688 3.21430  -0.32
O -6.56979 -1.54564 4.13756  -0.08
H -6.28134 -1.65818 1.46516  0.07
H -7.93189 -2.20377 1.11608  0.07
H -7.64563 -0.60686 1.82879  0.07
H -7.04233 -3.27738 3.20913  0.11
H -8.43041 -2.23975 3.57154  0.10
H -6.86816 -0.63178 4.16777  0.07
C -0.73452 8.20323 -4.06675  -0.09
C -2.23296 8.29887 -4.28869  -0.32
O -2.96526 7.69523 -3.22684  -0.09
H -0.43258 7.16047 -3.96888  0.08
H -0.18469 8.65229 -4.89539  0.07
H -0.44750 8.71481 -3.14516  0.07
H -2.51982 7.77252 -5.19775  0.11
H -2.53574 9.34735 -4.38980  0.11
H -2.73565 8.15333 -2.41262  0.08
C 2.04980 -5.97612 -1.23694  -0.08
C 0.62026 -5.95098 -0.72436  -0.32
O 0.56674 -5.75763 0.68114  -0.09
H 2.61434 -6.76750 -0.74284  0.08
H 2.07769 -6.14290 -2.31664  0.07
H 2.55312 -5.03369 -1.01872  0.05
H 0.12493 -6.90120 -0.92587  0.11
H 0.05210 -5.15577 -1.22340  0.10
H 0.99447 -4.91312 0.88097  0.07

As for the multiplicity: 1. The net charge is -1.

---

Entry 2:
ORCA calculation (ωB97M-V/def2-TZVPD) on a structure of composition C38H72GaNO18P4S2 at a distorted geometry.

Each line ends with the Löwdin charge.
Cartesian coordinates (Å):
C 5.02527 0.43060 -0.81597  -0.12
C 3.94024 1.43616 -1.28707  -0.26
C 2.60116 0.78740 -1.73245  -0.29
C 2.73768 -0.11445 -3.00077  -0.23
Ga 1.40507 -1.71167 -3.00822  0.55
C 1.92033 -2.83904 -4.67772  -0.23
C 3.40215 -2.60970 -5.09572  -0.35
C 4.40295 -3.13547 -4.02054  -0.44
S 5.61002 -4.22279 -4.87926  0.87
C 6.30940 -5.36158 -3.68973  -1.06
S 7.91000 -5.20974 -3.34215  0.64
N 5.58502 -6.42966 -3.05134  -0.05
C 4.18331 -6.48725 -3.40809  -0.24
C 3.78853 -6.81385 -4.71962  -0.07
C 2.46269 -6.89053 -5.10800  -0.09
C 1.42749 -6.66083 -4.19024  -0.09
C 1.79566 -6.36172 -2.88389  -0.08
C 3.14141 -6.27520 -2.49691  -0.02
C 5.79179 -6.31336 -1.61789  -0.31
C 5.57709 -5.09178 -0.94614  -0.06
C 5.74048 -4.94668 0.42122  -0.07
C 6.14385 -6.06325 1.16436  -0.10
C 6.40022 -7.27624 0.53471  -0.09
C 6.22227 -7.39177 -0.85199  -0.03
C -0.47424 -0.84772 -3.26273  -0.68
O -1.20108 -1.06733 -4.25495  -0.13
O -0.85916 -0.01823 -2.35851  -0.16
C 1.55841 -2.88766 -1.32582  -0.34
C 2.91240 -2.53683 -0.60769  -0.14
C 0.32393 -2.82510 -0.37412  -0.23
C 0.00070 -4.25003 0.18522  -0.25
C 1.20993 -4.88626 0.93143  -0.12
H 4.93811 0.20687 0.25891  0.07
H 5.05903 -0.48793 -1.41834  0.04
H 6.01098 0.92175 -0.94901  0.06
H 4.32212 2.02604 -2.13671  0.10
H 3.71694 2.10254 -0.43280  0.08
H 1.91818 1.61023 -2.00957  0.10
H 2.09817 0.20821 -0.94071  0.08
H 2.57479 0.46012 -3.93416  0.05
H 3.76125 -0.53436 -3.07023  0.01
H 1.25642 -2.57045 -5.52226  0.05
H 1.77770 -3.92827 -4.51610  0.03
H 3.58405 -1.53265 -5.24245  0.09
H 3.55341 -3.10045 -6.07949  0.07
H 4.97337 -2.28330 -3.62390  0.06
H 3.86275 -3.67439 -3.22814  0.06
H 4.55837 -7.01509 -5.47101  0.11
H 2.20812 -7.14087 -6.14109  0.10
H 0.36704 -6.71559 -4.43829  0.11
H 1.02511 -6.16751 -2.13159  0.10
H 3.31831 -6.04870 -1.44426  0.10
H 5.23332 -4.25914 -1.57359  0.11
H 5.52816 -3.97323 0.87158  0.11
H 6.24531 -5.95748 2.24777  0.10
H 6.72660 -8.13116 1.13117  0.10
H 6.42998 -8.35106 -1.33767  0.12
H 1.65449 -3.93472 -1.67314  0.05
H 3.65676 -2.23857 -1.36612  0.03
H 2.76475 -1.68573 0.07277  0.07
H 3.30593 -3.44094 -0.10773  0.03
H 0.53525 -2.21951 0.53309  0.10
H -0.56739 -2.37042 -0.83764  0.08
H -0.80790 -4.16903 0.93869  0.09
H -0.33222 -4.94137 -0.60855  0.09
H 1.86175 -4.13178 1.40164  0.06
H 1.84418 -5.49604 0.26019  0.05
H 0.88674 -5.55685 1.75180  0.06
C 1.65220 7.19989 2.44841  -0.16
O 1.00047 6.38793 1.49217  -0.33
P 1.24881 4.72406 1.33551  0.71
O 1.37918 4.52876 2.83831  -0.30
O 2.67930 4.85077 0.57433  -0.25
C 3.51262 5.97376 0.45786  -0.13
O 1.40888 3.05486 1.08596  -0.25
C 0.22849 2.29402 1.34140  -0.11
H 0.89790 7.80015 2.95941  0.08
H 2.22144 6.62446 3.17466  0.08
H 2.31806 7.88993 1.92242  0.07
H 3.91463 6.27380 1.42688  0.08
H 2.99563 6.80166 -0.03014  0.09
H 4.35688 5.68880 -0.17141  0.09
H -0.59196 2.66183 0.72737  0.09
H -0.04066 2.36122 2.39714  0.07
H 0.42112 1.25378 1.08698  0.09
C -6.94051 2.08918 2.80008  -0.18
O -5.78633 1.77218 3.55410  -0.35
P -4.35879 2.69555 3.55272  0.68
O -5.13261 4.00921 3.47598  -0.33
O -3.85643 2.17802 2.10140  -0.27
C -4.56269 1.48306 1.10146  -0.11
O -2.86351 3.55750 3.56226  -0.29
C -2.51748 4.11787 4.82798  -0.16
H -7.80732 2.04841 3.46280  0.08
H -6.88247 3.06703 2.32755  0.07
H -7.07759 1.31993 2.03607  0.07
H -5.36282 2.09302 0.68006  0.08
H -4.94072 0.53156 1.47736  0.09
H -3.86164 1.26610 0.29458  0.09
H -2.49198 3.33761 5.59169  0.07
H -3.24030 4.88906 5.10723  0.07
H -1.52864 4.56786 4.74725  0.08
C -3.75447 12.54518 3.86458  -0.14
O -4.24591 11.46558 3.08865  -0.30
P -3.78524 9.87915 3.32549  0.62
O -3.69653 9.88629 4.82553  -0.28
O -2.35590 9.99409 2.57511  -0.24
C -1.58437 11.14310 2.32836  -0.12
O -3.65157 8.23144 3.08457  -0.22
C -4.84420 7.45709 3.33022  -0.10
H -4.60369 13.13854 4.20346  0.09
H -3.16675 12.21807 4.71925  0.08
H -3.14487 13.18358 3.22215  0.08
H -1.21985 11.58515 3.25720  0.09
H -2.13794 11.87066 1.73321  0.08
H -0.71320 10.83260 1.75137  0.09
H -5.66992 7.82711 2.72190  0.08
H -5.11239 7.50043 4.38654  0.09
H -4.64296 6.42128 3.05787  0.07
C -7.07673 -6.15667 0.64570  -0.15
O -6.94738 -5.17086 -0.36233  -0.30
P -6.02179 -3.78165 -0.18306  0.65
O -4.88694 -4.36921 0.60690  -0.27
O -7.09728 -2.97330 0.73300  -0.25
C -8.14345 -3.49219 1.51131  -0.13
O -5.33866 -2.28055 -0.49654  -0.23
C -4.36438 -2.23545 -1.55706  -0.09
H -6.88676 -7.13262 0.19803  0.09
H -6.40063 -5.99599 1.48285  0.08
H -8.10964 -6.15630 1.00247  0.07
H -7.76429 -4.08911 2.34285  0.09
H -8.84486 -4.06382 0.90089  0.08
H -8.68408 -2.64630 1.93830  0.09
H -4.78757 -2.61843 -2.48512  0.08
H -3.48570 -2.81764 -1.27856  0.08
H -4.06614 -1.19965 -1.70537  0.09

As for the multiplicity: 1. The net charge is -2.

---

Entry 3:
ORCA calculation (ωB97M-V/def2-TZVPD) on a cluster of 12 separate species, C38H76Br10O14S7 in total at a distorted geometry.

Each line ends with the Löwdin charge.
Cartesian coordinates (Å):
O -17.53898 29.60911 -24.60095  -0.33
S -18.70991 29.03004 -25.24157  0.73
O -19.86478 28.58444 -24.49247  -0.35
C -19.27229 30.24795 -26.45707  -0.21
C -18.33205 30.06280 -27.61293  -0.23
C -18.03244 28.54926 -27.76508  -0.20
C -18.02624 27.82988 -26.42615  -0.20
H -19.42617 31.21519 -25.99042  0.09
H -20.23679 29.76252 -26.65237  0.08
H -18.49842 30.53533 -28.57940  0.07
H -17.36106 30.50966 -27.36600  0.04
H -17.10353 28.43244 -28.32771  0.07
H -18.74453 28.07864 -28.44651  0.09
H -17.10143 27.42284 -26.04309  0.06
H -18.81721 27.09667 -26.56951  0.05
O -20.12871 35.05972 -26.46928  -0.34
S -21.16144 34.22319 -27.09510  0.71
O -20.97625 32.78441 -27.14974  -0.35
C -22.77681 34.58195 -26.30619  -0.19
C -23.78241 34.46324 -27.46580  -0.21
C -23.16983 35.18228 -28.65396  -0.21
C -21.70484 34.71873 -28.77411  -0.20
H -22.64298 35.58912 -25.91783  0.11
H -23.05328 33.84084 -25.56219  0.06
H -23.96507 33.44316 -27.81591  0.11
H -24.77677 34.80050 -27.17262  0.12
H -23.03051 36.25840 -28.50757  0.11
H -23.77327 35.12495 -29.55856  0.12
H -20.99861 35.51822 -28.99636  0.09
H -21.52940 33.84196 -29.39293  0.10
O -15.98087 25.70048 -27.59765  -0.32
S -15.68787 25.11924 -28.89141  0.73
O -16.74234 24.53895 -29.72745  -0.35
C -14.76380 26.27766 -30.00976  -0.19
C -13.34930 26.05574 -29.55197  -0.24
C -13.16372 24.51168 -29.62345  -0.22
C -14.27160 23.91545 -28.75611  -0.19
H -15.11235 27.29059 -29.83077  0.07
H -14.97102 25.88379 -31.00040  0.11
H -12.56091 26.46274 -30.18881  0.12
H -13.08003 26.34483 -28.53405  0.08
H -12.17030 24.30031 -29.22793  0.12
H -13.18691 24.18711 -30.66475  0.11
H -13.87527 23.98174 -27.74136  0.08
H -14.54088 22.88995 -28.98809  0.10
O -18.93738 26.34358 -21.44783  -0.34
S -17.74319 25.93885 -22.17128  0.72
O -17.42717 26.55988 -23.45233  -0.33
C -16.21849 26.14961 -21.19899  -0.24
C -15.31325 25.08249 -21.71594  -0.24
C -16.15784 23.80294 -21.58438  -0.18
C -17.48796 24.11154 -22.31625  -0.17
H -16.56361 25.99550 -20.16927  0.11
H -15.80657 27.15752 -21.13544  0.11
H -15.09261 25.24853 -22.77287  0.10
H -14.40783 25.11402 -21.10862  0.13
H -16.35415 23.61519 -20.52966  0.12
H -15.54953 22.98958 -21.97662  0.12
H -18.32830 23.85010 -21.66187  0.09
H -17.70873 23.57074 -23.23149  0.11
O -25.48882 31.60762 -25.86586  -0.32
S -24.66633 30.48560 -25.50736  0.67
O -25.04927 29.17441 -25.98738  -0.35
C -22.93730 30.80568 -25.94285  -0.21
C -22.39299 31.55546 -24.74110  -0.23
C -23.00031 30.96031 -23.47002  -0.21
C -24.42821 30.49056 -23.68703  -0.18
H -22.85191 31.22395 -26.94044  0.10
H -22.42384 29.83880 -25.89472  0.09
H -21.31838 31.70901 -24.64997  0.11
H -22.74580 32.59264 -24.84281  0.07
H -22.87964 31.62645 -22.61539  0.10
H -22.30969 30.14019 -23.24130  0.09
H -25.22878 31.17376 -23.40761  0.10
H -24.62496 29.49088 -23.30990  0.10
O -20.64643 27.27409 -26.88745  -0.39
S -21.21429 26.13152 -26.19241  0.70
O -21.85034 25.10484 -26.99646  -0.34
C -19.98190 25.59591 -24.85748  -0.18
C -20.87827 25.53783 -23.63690  -0.21
C -21.75476 26.79927 -23.67266  -0.20
C -22.47332 26.70684 -25.03964  -0.21
H -19.41040 26.52213 -24.80140  0.03
H -19.45683 24.75363 -25.29747  0.11
H -21.42844 24.60132 -23.54700  0.13
H -20.16256 25.53335 -22.80796  0.06
H -21.28788 27.78365 -23.75068  0.06
H -22.34200 26.82308 -22.75518  0.12
H -22.98922 27.59178 -25.40750  0.07
H -23.22182 25.91358 -24.99292  0.11
O -12.51656 26.51608 -26.34894  -0.34
S -13.32627 26.04876 -25.22150  0.70
O -13.84998 24.69889 -25.20723  -0.34
C -12.64318 26.47441 -23.61266  -0.21
C -13.30939 27.82341 -23.25644  -0.20
C -14.49413 28.20787 -24.14998  -0.22
C -14.78483 27.09624 -25.16869  -0.24
H -11.55507 26.57020 -23.55024  0.11
H -12.69544 25.54838 -23.03498  0.09
H -13.69835 27.64877 -22.24557  0.10
H -12.58008 28.60213 -23.04460  0.09
H -14.30538 29.09029 -24.75895  0.03
H -15.39223 28.40468 -23.56780  0.10
H -14.96301 27.41329 -26.19521  0.08
H -15.63970 26.47390 -24.90677  0.07
Br -14.72340 31.31294 -27.37495  0.65
C -12.96189 30.35407 -27.16742  -0.58
C -12.68383 29.74578 -28.54554  -0.67
Br -12.41921 31.14845 -29.90104  0.59
H -13.24054 29.50344 -26.54728  0.02
H -12.20539 30.95634 -26.68170  0.05
H -13.53312 29.19279 -28.93016  0.02
H -11.76512 29.16559 -28.55592  0.06
Br -18.65662 29.34991 -19.73018  0.59
C -20.14936 29.58389 -21.01557  -0.65
C -20.07115 30.92420 -21.70747  -0.66
Br -20.58821 32.31855 -20.40416  0.60
H -21.04442 29.39297 -20.43554  0.05
H -19.91736 28.76628 -21.69640  0.02
H -20.75675 31.03125 -22.54556  0.01
H -19.07624 31.06087 -22.12747  0.05
Br -19.86397 27.50471 -31.44857  0.65
C -21.07486 27.22561 -29.99821  -0.79
C -22.50236 27.25196 -30.41400  -0.64
Br -23.55144 27.52769 -28.77538  0.70
H -20.88820 27.96868 -29.22002  0.02
H -20.68132 26.36840 -29.45248  0.05
H -22.81717 26.31407 -30.86208  0.07
H -22.68873 28.11397 -31.04608  0.05
Br -13.48651 31.46221 -23.84737  0.71
C -15.30056 32.05461 -23.43823  -0.67
C -15.57390 33.45141 -23.91594  -0.67
Br -17.48672 33.88271 -23.70295  0.63
H -15.49693 31.83678 -22.39273  0.06
H -15.95190 31.39095 -24.01146  0.02
H -15.27053 33.55545 -24.95437  0.04
H -15.00298 34.16549 -23.32508  0.06
Br -16.48094 30.16887 -30.67849  0.65
C -16.41548 32.12915 -30.60353  -0.69
C -17.75449 32.86390 -30.61318  -0.65
Br -17.41928 34.81391 -30.60383  0.61
H -15.96572 32.47665 -31.53161  0.05
H -15.87494 32.46243 -29.72369  0.00
H -18.30076 32.61212 -29.70585  0.04
H -18.34737 32.68790 -31.50394  0.05

As for the multiplicity: 1. The value obtained for the energy above the lowest of the compared OMol25 structures with the same formula, charge and spin is 60.2 kcal per mole. Its SMILES is O=S1(=O)CCCC1.O=S1(=O)CCCC1.O=S1(=O)CCCC1.O=S1(=O)CCCC1.O=S1(=O)CCCC1.O=S1(=O)CCCC1.O=S1(=O)CCCC1.BrCCBr.BrCCBr.BrCCBr.BrCCBr.BrCCBr. The net charge is 0.

---

no.,E_tot (Ha)
1,-7630.9192
2,-6986.4977
3,-31074.1671